64
Properties=species:S:1:pos:R:3:lowdin_charge:R:1 method="wB97M-V/def2-TZVPD" spin_multiplicity=2 e_homo_ev="-6.4 / -6.4" total_charge=0 lumo_ev="-0.9 / -0.9" gap_ev="5.495 / 5.512" relative_energy_kcal_mol=76.2
C 0.912 -4.240 -3.027 -0.072
C 2.019 1.939 -1.120 -0.474
H -0.147 -3.049 0.144 0.107
H -2.613 0.087 -1.591 0.123
C 2.467 -2.867 -1.753 -0.226
H 4.371 -2.965 -0.709 0.132
F -3.513 3.184 2.568 0.159
H 3.258 3.704 -0.874 0.105
F -4.298 -0.854 2.902 0.151
H 3.110 2.666 0.595 0.080
C 0.986 -3.347 -4.097 -0.080
H 3.200 -1.102 -2.764 0.104
H -2.229 -2.623 1.820 0.120
O 1.500 -1.142 1.186 -0.147
C -2.174 -0.574 -0.846 -0.127
C 1.653 -4.001 -1.868 -0.053
Ce -0.509 -0.215 1.307 1.388
F -4.276 1.446 1.519 0.149
H -2.594 2.284 -0.711 0.083
H -3.767 -0.669 0.692 0.105
H 4.147 2.150 -0.732 0.078
F -2.455 -1.231 4.006 0.135
C 0.382 3.394 0.288 -0.109
F -4.155 -0.215 5.009 0.172
H -0.359 -1.310 -1.914 0.114
N 3.365 -1.237 -0.172 0.082
C -2.040 -2.098 0.886 -0.210
H 3.280 1.232 -2.773 0.070
C -0.920 -2.296 0.030 -0.222
C 2.288 1.679 -2.605 -0.049
H 2.304 2.625 -3.176 0.100
F -1.571 0.895 5.361 0.155
C 0.713 2.696 -0.923 -0.278
H 0.797 0.233 -0.913 0.113
C 3.202 2.665 -0.497 -0.050
H 2.944 -3.336 0.255 0.119
O -1.818 0.869 2.510 -0.299
C -3.469 -0.323 3.847 -0.464
H 0.315 -5.150 -3.098 0.110
C 1.774 -2.197 -3.982 -0.072
H 1.631 -4.709 -1.034 0.118
C 2.522 -1.962 -2.818 -0.043
H 1.543 1.037 -3.092 0.072
C -0.989 -1.330 -1.028 -0.171
F -1.506 2.778 4.259 0.160
C -2.877 1.036 3.408 -0.250
C -1.552 2.528 -0.580 -0.160
F -3.312 2.263 5.433 0.158
H 0.451 -3.560 -5.020 0.106
C 3.331 -2.682 -0.531 -0.098
H 1.099 3.875 0.944 0.088
H 1.849 -1.501 -4.818 0.108
F -5.079 1.929 3.496 0.170
C -3.953 1.910 2.755 -0.491
C -1.000 3.237 0.517 -0.145
C -2.800 -1.012 0.344 -0.166
C 1.642 0.630 -0.277 -0.084
H -0.594 1.603 -2.370 0.096
C 2.282 -0.628 0.262 -0.329
C -2.326 1.763 4.638 -0.492
H 1.347 1.127 0.695 0.101
H 4.275 -0.892 0.168 0.180
H -1.546 3.627 1.352 0.071
C -0.519 2.224 -1.479 -0.123

=====

61
Properties=species:S:1:pos:R:3:lowdin_charge:R:1 method="wB97M-V/def2-TZVPD" smiles="C=CCN(c1ccccc1)S(=O)(=O)c1ccc(Cl)c(C(=O)OCC(=O)c2[nH]c(C)c(C(C)=O)c2C)c1" e_homo_ev=-8.6 total_charge=0 lumo_ev=-0.1 gap_ev=8.500 relative_energy_kcal_mol=0.0
H 4.161 -0.033 0.252 0.073
H 4.708 0.140 1.932 0.081
H -3.754 1.203 -0.513 0.112
O -2.700 -2.596 2.352 0.097
O -2.067 -0.532 1.737 -0.014
H -2.735 3.026 0.809 0.109
C -2.722 1.478 -0.672 -0.066
Cl -2.917 -4.528 0.204 0.779
H 0.502 2.778 2.477 0.156
C -1.445 -2.258 0.327 -0.111
H -1.134 -0.921 -3.691 0.119
C -0.396 -0.140 -3.935 -0.213
H -1.577 0.405 -5.669 0.102
H 0.274 -2.446 2.428 0.082
H 0.950 2.436 -1.281 0.113
C -0.943 -3.820 -1.457 -0.071
H -1.143 -4.761 -1.945 0.110
H -0.364 2.648 -3.982 0.057
C 0.009 0.788 2.912 -0.136
C -0.834 2.851 -0.160 -0.073
C 0.033 -2.968 -1.940 -0.031
C -2.157 -1.856 1.577 -0.476
C 0.733 -0.389 2.747 -0.141
C -1.019 0.861 -4.861 -0.145
C 1.967 1.355 1.970 -0.223
C -1.977 0.797 -1.618 -0.018
H 2.536 3.292 1.332 0.084
H -1.391 2.822 -5.489 0.058
H -3.385 0.510 2.941 0.145
C 2.922 -1.030 1.638 -0.404
C 4.279 -0.543 1.205 -0.001
C -2.399 0.039 2.996 -0.053
H -0.218 -0.494 0.337 0.121
H 0.623 -3.219 -2.808 0.122
H 3.085 1.962 0.295 0.067
C -0.919 2.173 -4.771 0.030
S 1.335 -0.531 -2.013 0.713
O 2.138 -1.109 -3.045 -0.264
O 2.622 -2.205 1.556 0.078
H 1.259 -2.122 3.827 0.101
H -0.469 -1.751 3.887 0.081
O -1.680 2.233 3.635 0.084
H -0.395 3.673 0.387 0.104
H 4.935 -1.399 1.065 0.089
C -2.154 2.501 0.067 -0.077
O 1.991 0.233 -0.994 -0.262
C 1.965 -0.035 2.131 -0.080
C -1.351 1.119 3.272 -0.311
C -0.449 -1.417 -0.168 0.005
C -0.080 2.176 -1.101 -0.026
H -2.421 -0.737 3.770 0.133
C 2.930 2.278 1.325 -0.007
C 0.412 -1.748 3.252 -0.004
C 0.273 -1.773 -1.285 -0.232
H -2.440 0.005 -2.187 0.121
C -1.688 -3.466 -0.335 -0.575
H 3.891 2.276 1.834 0.083
C -0.644 1.134 -1.832 -0.305
N 0.183 0.449 -2.746 -0.164
N 0.814 1.819 2.472 0.152
H 0.438 -0.630 -4.448 0.122

=====

57
Properties=species:S:1:pos:R:3:lowdin_charge:R:1 method="wB97M-V/def2-TZVPD" spin_multiplicity=2 e_homo_ev="-16.5 / -16.5" total_charge=+3 lumo_ev="-12.2 / -12.2" gap_ev="4.285 / 4.262"
C 2.964 -2.095 0.676 -0.113
H 0.464 -3.902 2.083 0.141
C -0.952 3.323 -1.387 -0.236
C 4.338 -1.769 0.770 0.061
C -2.596 0.315 2.381 -0.051
H -1.765 -1.901 0.260 0.082
C 0.014 4.790 0.404 -0.018
C 0.248 -2.613 0.379 -0.259
Re -0.253 -0.883 -2.020 1.315
C 2.140 4.272 1.401 -0.031
H -1.389 -3.274 -0.831 0.090
H 0.270 -5.207 -4.479 0.135
C -1.212 -2.844 0.162 -0.002
H -1.539 2.425 1.231 0.104
C -3.187 1.046 1.344 -0.302
H -5.170 -1.744 3.140 0.118
O -1.172 0.660 -1.074 -0.715
S 1.826 0.163 -2.495 0.887
C 4.910 -0.886 -0.118 0.001
H -1.620 -3.540 0.889 0.111
C 2.183 -1.505 -0.356 -0.207
H -1.625 4.169 -1.533 0.117
C 0.370 -3.218 -3.976 -0.072
H 1.766 -4.364 -4.934 0.136
H 2.944 4.532 2.073 0.121
S -2.090 1.892 -1.075 1.119
H 1.201 1.821 -0.735 0.019
H 5.958 -0.643 -0.038 0.138
H -6.221 -0.474 1.298 0.120
H -1.594 0.557 2.706 0.116
C 0.072 3.609 -0.344 -0.298
C -4.497 0.736 0.947 -0.041
C 2.801 -0.601 -1.257 -0.527
C 1.158 2.742 -0.168 -0.070
C 4.149 -0.299 -1.130 -0.030
C 1.051 5.128 1.252 -0.029
H 2.872 -3.456 2.350 0.151
C 2.187 3.074 0.687 -0.058
C 2.311 -2.978 1.559 0.089
H -2.878 -1.185 3.875 0.113
H 0.275 -4.091 -5.854 0.137
C -4.619 -0.964 2.640 -0.041
H -0.476 3.085 -2.341 0.108
H 3.039 2.420 0.788 0.103
H -0.821 5.464 0.287 0.127
H -3.118 3.065 0.676 0.129
H 1.023 6.062 1.790 0.125
N 0.171 -2.374 -3.203 -0.020
H 4.611 0.391 -1.818 0.133
H -4.962 1.295 0.149 0.119
C 0.680 -4.266 -4.854 0.028
C 0.966 -3.226 1.410 0.049
H 4.933 -2.220 1.552 0.146
C -2.468 2.188 0.716 -0.228
C -3.315 -0.665 3.037 -0.065
N 0.850 -1.782 -0.481 -0.032
C -5.207 -0.255 1.593 -0.045

=====

58
Properties=species:S:1:pos:R:3:lowdin_charge:R:1 method="wB97M-V/def2-TZVPD" spin_multiplicity=3 e_homo_ev="-14.3 / -14.3" total_charge=+2 lumo_ev="-6.1 / -6.3" gap_ev="8.187 / 8.033" relative_energy_kcal_mol=37.1
C 2.286 -1.100 -2.635 -0.006
O -0.541 -1.226 -0.765 -0.230
H 4.139 0.650 -3.748 0.152
C -3.688 -2.270 0.712 0.013
C -1.776 -1.792 -0.547 -0.274
C 1.683 0.576 2.466 -0.421
C 2.672 1.714 -0.321 -0.442
N 1.419 -0.492 1.702 -0.027
H 2.486 -2.907 3.719 0.135
H -0.615 4.854 1.020 0.113
H 1.930 -1.747 -1.813 0.078
O -1.176 0.233 1.199 -0.054
C 4.084 2.241 -2.214 0.020
C -4.058 -3.241 -0.240 -0.067
C 2.075 0.450 3.754 -0.112
H -3.058 0.777 3.143 0.073
C 1.380 -2.923 1.380 -0.012
H 2.826 -0.721 5.204 0.141
C -0.751 3.974 0.397 -0.075
H -4.434 -2.096 1.516 0.128
H 3.895 3.366 -0.359 0.075
C -1.900 3.272 -1.620 0.025
N 2.232 0.636 -0.932 -0.051
H 2.367 1.307 4.326 0.108
H -0.460 0.327 -2.663 0.068
H 3.062 -1.578 -3.196 0.092
C -3.291 -3.520 -1.347 -0.032
C -2.131 -2.733 -1.535 0.030
H 0.430 -3.495 1.709 0.138
H -2.188 5.208 -0.640 0.123
C 0.025 2.852 0.400 -0.431
C -3.361 0.201 2.308 0.036
H 1.463 -0.885 -3.369 0.115
C 3.584 2.533 -0.918 -0.095
H -1.670 1.507 -3.591 0.123
H -2.119 0.398 -2.285 0.088
H 1.291 -2.690 0.292 0.067
H 2.095 -3.737 1.450 0.092
C 2.738 0.194 -2.104 -0.280
C -1.314 1.032 -2.638 0.007
C -2.283 -0.362 1.366 -0.236
H -4.044 0.859 1.705 0.127
Sb 1.824 2.517 1.510 1.626
H -4.031 -0.596 2.753 0.102
C -1.088 2.099 -1.610 -0.271
C 2.314 -0.790 4.240 -0.017
N -0.178 1.984 -0.641 -0.054
C 2.109 -1.927 3.490 0.036
H -4.976 -3.836 -0.035 0.130
H -1.412 -2.923 -2.341 0.131
C 3.702 1.001 -2.763 0.030
C -1.774 4.209 -0.593 0.016
H -3.671 -4.430 -1.975 0.163
H 4.929 2.858 -2.523 0.130
C 1.692 -1.707 2.181 -0.282
C -2.572 -1.475 0.499 -0.139
H -2.636 3.312 -2.423 0.128
V 0.469 0.058 -0.056 0.950